{
  "formula": "C3H3F3",
  "method": "the ωB97M-V functional and the def2-TZVPD basis",
  "symbols": ["F", "C", "H", "F", "H", "H", "C", "C", "F"],
  "xyz": [[1.275, 1.408, -0.324], [0.255, 0.748, 0.351], [-0.498, 0.033, -1.670], [1.496, -1.310, -0.292], [-0.100, -1.410, 1.110], [0.027, 1.425, 1.248], [-0.713, -0.043, -0.546], [0.304, -0.776, 0.279], [-2.046, -0.075, -0.157]],
  "lowdin_charge": [-0.01, -0.17, 0.19, -0.01, 0.17, 0.18, -0.19, -0.16, 0.01],
  "energy_ev": -11309.8424,
  "homo_ev": -11.05,
  "smiles": "F[C@H]1[C@H](F)[C@H]1F",
  "orbital_gap_ev": 12.0
}


{
  "formula": "C5H7NO",
  "method": "the ωB97M-V functional and the def2-TZVPD basis",
  "symbols": ["C", "H", "C", "C", "H", "O", "H", "H", "C", "H", "N", "H", "C", "H"],
  "xyz": [[0.107, -0.594, -0.701], [1.652, 0.987, -1.306], [1.225, 0.430, -0.464], [-1.788, -0.226, 0.226], [0.005, -0.951, 1.641], [2.224, 0.048, 0.453], [-0.176, 1.930, 0.734], [-2.450, 0.436, 0.797], [-0.008, 0.965, 0.249], [2.857, -0.517, -0.006], [-0.970, 0.484, -0.841], [0.066, -1.480, -1.342], [-0.387, -0.445, 0.757], [-2.342, -1.099, -0.138]],
  "lowdin_charge": [-0.17, 0.15, -0.28, -0.13, 0.13, -0.02, 0.14, 0.11, -0.17, 0.10, 0.03, 0.14, -0.15, 0.11],
  "energy_ev": -8831.9426,
  "homo_ev": -9.22,
  "orbital_gap_ev": 10.1
}


{
  "formula": "C57H156N26O25",
  "method": "the ωB97M-V functional and the def2-TZVPD basis",
  "symbols": ["H", "H", "H", "H", "H", "H", "N", "N", "C", "O", "H", "N", "H", "H", "O", "H", "O", "H", "H", "C", "N", "C", "C", "H", "N", "C", "H", "O", "C", "H", "C", "H", "H", "H", "H", "H", "N", "H", "O", "O", "O", "H", "C", "H", "H", "H", "C", "H", "H", "N", "C", "C", "H", "N", "H", "O", "H", "N", "H", "H", "H", "H", "H", "H", "H", "H", "H", "N", "O", "H", "H", "H", "H", "H", "H", "C", "C", "H", "H", "H", "H", "H", "N", "H", "C", "H", "H", "H", "C", "N", "H", "N", "N", "H", "C", "H", "H", "C", "C", "C", "C", "H", "H", "H", "H", "H", "H", "O", "N", "H", "O", "H", "C", "H", "H", "C", "H", "H", "H", "H", "N", "H", "H", "O", "H", "H", "C", "H", "C", "H", "C", "C", "H", "C", "N", "O", "H", "H", "N", "H", "H", "H", "O", "H", "H", "H", "N", "H", "H", "C", "C", "H", "H", "H", "H", "H", "O", "H", "H", "C", "N", "H", "C", "C", "H", "C", "H", "H", "H", "O", "H", "N", "H", "C", "C", "H", "H", "C", "H", "H", "O", "H", "C", "C", "C", "N", "H", "H", "H", "H", "H", "C", "H", "O", "N", "O", "H", "H", "O", "H", "H", "C", "H", "C", "H", "C", "C", "H", "C", "C", "O", "H", "C", "H", "N", "H", "H", "H", "H", "C", "O", "O", "H", "H", "H", "N", "N", "C", "C", "H", "H", "H", "H", "C", "H", "H", "C", "H", "H", "H", "H", "C", "C", "H", "H", "H", "H", "H", "O", "H", "H", "H", "C", "H", "H", "C", "H", "H", "H", "H", "O", "C", "H", "H"],
  "xyz": [[-28.780, -10.441, 24.907], [-23.546, -16.164, 24.002], [-22.703, -14.605, 20.288], [-19.954, -18.006, 21.316], [-22.874, -16.040, 16.779], [-25.658, -19.723, 25.344], [-17.121, -16.877, 19.517], [-19.907, -10.586, 20.996], [-20.589, -14.266, 23.153], [-21.439, -10.381, 22.614], [-30.904, -15.594, 22.100], [-29.031, -9.544, 18.654], [-23.865, -9.606, 25.785], [-22.428, -10.032, 24.821], [-27.720, -15.413, 22.688], [-27.085, -10.708, 19.707], [-25.198, -19.235, 13.614], [-15.536, -14.049, 23.456], [-24.293, -10.458, 20.413], [-24.037, -11.264, 24.661], [-27.011, -19.078, 14.887], [-25.173, -10.752, 19.841], [-26.716, -10.182, 21.507], [-17.301, -14.504, 23.554], [-20.004, -13.274, 19.607], [-24.940, -10.795, 18.287], [-19.960, -13.391, 24.761], [-28.232, -12.154, 19.260], [-17.745, -13.628, 17.009], [-30.929, -19.024, 15.199], [-28.595, -10.547, 23.838], [-28.355, -18.419, 25.035], [-32.592, -17.344, 14.912], [-22.010, -18.263, 18.518], [-32.280, -16.909, 20.326], [-21.089, -16.185, 23.570], [-29.132, -18.176, 17.122], [-34.578, -18.556, 22.926], [-20.273, -18.161, 16.691], [-31.909, -18.011, 16.743], [-17.611, -14.615, 17.992], [-29.488, -10.954, 23.364], [-28.492, -8.253, 18.351], [-30.183, -5.121, 16.505], [-25.937, -13.854, 23.028], [-23.190, -19.473, 24.180], [-22.553, -18.041, 25.688], [-28.606, -4.291, 16.320], [-21.598, -15.991, 17.857], [-19.909, -8.829, 22.191], [-28.886, -11.962, 18.033], [-20.729, -13.308, 13.786], [-17.111, -13.861, 16.153], [-29.602, -19.990, 22.081], [-31.010, -16.045, 17.878], [-20.686, -14.300, 21.935], [-22.966, -12.702, 18.977], [-26.844, -22.666, 24.379], [-30.159, -7.442, 17.375], [-26.930, -20.621, 25.980], [-31.103, -14.372, 18.075], [-28.572, -9.974, 19.444], [-15.961, -15.596, 24.117], [-20.407, -8.223, 22.827], [-33.351, -16.870, 22.118], [-20.886, -16.550, 15.598], [-25.739, -14.704, 16.812], [-20.047, -12.506, 14.523], [-30.910, -15.518, 19.866], [-29.589, -10.291, 16.763], [-19.753, -20.777, 18.939], [-20.132, -12.478, 15.529], [-29.704, -13.435, 20.136], [-23.791, -18.706, 16.917], [-27.405, -8.266, 18.278], [-21.351, -17.370, 16.146], [-27.970, -18.266, 18.013], [-26.458, -25.997, 23.998], [-22.667, -17.690, 22.998], [-21.537, -17.486, 20.713], [-19.157, -13.391, 19.070], [-17.813, -18.203, 20.979], [-23.399, -10.151, 25.073], [-20.699, -15.148, 24.915], [-19.920, -20.164, 19.824], [-33.327, -19.569, 22.765], [-27.441, -22.256, 23.675], [-29.906, -12.345, 18.067], [-24.359, -15.034, 21.268], [-23.424, -15.302, 20.408], [-19.369, -11.988, 13.982], [-28.271, -14.724, 24.781], [-23.434, -11.854, 23.668], [-25.902, -18.950, 21.909], [-21.050, -12.978, 18.857], [-33.779, -20.870, 24.808], [-25.147, -16.079, 24.816], [-28.864, -10.479, 17.555], [-27.695, -18.530, 24.174], [-26.357, -15.033, 17.648], [-26.227, -23.911, 24.008], [-33.614, -16.906, 16.295], [-26.908, -16.977, 19.222], [-18.698, -17.956, 15.327], [-25.101, -21.542, 23.761], [-26.870, -11.246, 21.686], [-29.035, -15.384, 24.794], [-27.056, -16.171, 17.248], [-20.197, -13.217, 23.794], [-20.120, -20.860, 20.639], [-23.872, -17.413, 25.698], [-28.067, -14.062, 25.517], [-20.926, -18.353, 20.966], [-28.890, -7.951, 16.291], [-20.138, -13.743, 20.492], [-30.759, -16.641, 21.835], [-21.943, -17.964, 15.450], [-25.184, -22.055, 25.453], [-30.113, -19.889, 17.935], [-28.445, -23.252, 22.532], [-22.122, -12.798, 19.523], [-19.278, -10.030, 20.434], [-21.551, -19.743, 24.786], [-33.635, -18.736, 24.687], [-32.930, -16.534, 23.728], [-23.896, -10.998, 18.051], [-25.865, -18.652, 14.417], [-24.950, -16.783, 20.589], [-20.516, -9.956, 21.901], [-30.234, -19.314, 22.486], [-16.278, -14.845, 23.393], [-29.877, -20.777, 21.059], [-29.036, -5.607, 15.237], [-17.070, -17.409, 20.902], [-30.979, -20.385, 20.597], [-25.769, -11.773, 17.719], [-21.615, -13.775, 15.536], [-26.375, -13.288, 24.637], [-25.194, -15.990, 21.164], [-31.937, -20.005, 16.111], [-28.267, -18.762, 18.937], [-25.994, -10.871, 15.864], [-29.258, -21.743, 20.642], [-32.528, -15.409, 18.437], [-28.259, -18.227, 23.292], [-34.102, -20.044, 26.308], [-25.567, -17.499, 14.967], [-28.266, -13.298, 21.078], [-28.708, -20.042, 22.547], [-29.917, -19.431, 16.966], [-25.825, -11.861, 16.287], [-29.700, -16.871, 21.952], [-28.839, -9.595, 21.255], [-18.945, -19.759, 20.098], [-28.679, -7.661, 19.247], [-17.708, -16.408, 16.938], [-24.862, -18.823, 20.122], [-27.335, -19.862, 14.338], [-19.112, -8.551, 21.637], [-26.452, -20.398, 25.026], [-21.540, -13.965, 14.547], [-31.349, -19.578, 21.078], [-31.225, -19.188, 16.235], [-17.295, -16.436, 22.003], [-24.630, -17.519, 17.606], [-29.076, -7.502, 17.267], [-29.681, -24.207, 23.047], [-27.089, -14.275, 17.924], [-27.885, -25.219, 24.705], [-20.879, -19.118, 19.788], [-17.265, -17.052, 22.902], [-22.747, -17.602, 18.315], [-19.077, -15.921, 19.581], [-28.633, -13.250, 20.052], [-27.577, -16.877, 18.367], [-26.078, -15.983, 21.652], [-33.670, -18.530, 15.662], [-34.173, -19.943, 25.225], [-29.130, -24.428, 21.304], [-23.302, -16.232, 20.032], [-28.560, -6.169, 17.187], [-22.575, -19.520, 21.796], [-25.774, -21.722, 24.600], [-22.183, -16.712, 17.287], [-32.999, -17.694, 15.860], [-31.370, -17.654, 22.667], [-17.365, -12.706, 17.450], [-26.449, -20.081, 20.757], [-16.077, -17.828, 21.065], [-23.805, -20.267, 19.046], [-19.026, -17.477, 18.610], [-27.164, -25.174, 23.889], [-30.733, -17.708, 19.898], [-20.974, -12.738, 17.711], [-26.538, -13.885, 23.839], [-16.255, -15.464, 22.117], [-28.385, -12.527, 17.246], [-22.638, -11.370, 23.277], [-28.260, -9.292, 23.266], [-26.605, -12.497, 15.867], [-29.268, -20.056, 16.353], [-19.412, -18.690, 15.702], [-31.341, -20.810, 19.755], [-24.312, -16.723, 24.541], [-25.199, -11.803, 20.127], [-28.851, -24.245, 22.342], [-24.450, -19.397, 18.921], [-25.397, -24.130, 24.679], [-27.957, -9.343, 21.845], [-29.128, -5.246, 16.261], [-25.106, -11.602, 25.113], [-21.745, -17.321, 25.818], [-23.956, -18.315, 17.921], [-22.021, -12.746, 20.527], [-20.847, -15.271, 23.924], [-19.327, -15.665, 17.440], [-29.720, -17.450, 17.507], [-28.404, -16.381, 18.876], [-24.743, -16.996, 14.670], [-31.449, -15.297, 18.537], [-20.591, -13.501, 12.622], [-24.477, -13.986, 21.898], [-23.993, -12.519, 23.153], [-25.165, -9.804, 17.891], [-30.890, -17.502, 23.543], [-26.436, -10.034, 20.089], [-21.834, -18.194, 23.267], [-27.571, -14.706, 23.668], [-32.804, -17.296, 22.959], [-28.417, -14.257, 19.696], [-20.921, -19.958, 22.381], [-35.251, -19.908, 25.070], [-27.111, -18.825, 17.643], [-21.608, -19.148, 22.136], [-24.825, -17.323, 23.790], [-27.528, -18.568, 15.588], [-33.551, -18.635, 23.281], [-18.801, -13.460, 16.797], [-22.189, -14.651, 14.189], [-27.829, -11.316, 23.734], [-26.060, -17.146, 15.776], [-18.477, -16.619, 18.997], [-18.282, -15.856, 17.682], [-25.426, -19.702, 18.543], [-22.494, -18.672, 26.575], [-26.820, -17.891, 24.300], [-20.155, -11.516, 20.693], [-20.038, -12.302, 23.396], [-27.238, -19.858, 23.958], [-24.806, -20.362, 21.460], [-27.859, -10.360, 17.152], [-19.706, -19.166, 14.767], [-25.535, -19.621, 21.132], [-16.748, -15.946, 19.631], [-18.330, -16.094, 21.991], [-22.256, -18.981, 24.454], [-27.799, -8.265, 21.805], [-25.617, -15.044, 18.449], [-25.896, -9.828, 22.133], [-18.718, -19.415, 16.129], [-27.880, -25.223, 22.627], [-31.194, -16.823, 20.337], [-25.916, -23.856, 22.965], [-24.910, -12.205, 15.806]],
  "lowdin_charge": [0.09, 0.07, 0.07, 0.10, 0.11, 0.10, -0.01, 0.22, -0.75, -0.01, 0.13, -0.04, 0.11, 0.08, 0.00, 0.05, 0.05, 0.09, 0.11, -0.75, 0.18, -0.17, -0.19, 0.07, 0.18, -0.20, 0.12, -0.20, -0.12, 0.11, -0.12, 0.10, 0.09, 0.07, 0.11, 0.07, -0.04, 0.11, -0.20, -0.22, -0.22, 0.08, -0.25, 0.08, 0.05, 0.10, -0.16, 0.08, 0.10, 0.17, -0.18, -0.84, 0.10, 0.18, 0.05, 0.00, 0.12, -0.06, 0.13, 0.12, 0.08, 0.04, 0.09, 0.13, 0.11, 0.10, 0.09, 0.18, -0.22, 0.12, 0.10, 0.07, 0.08, 0.11, 0.12, -0.17, -0.20, 0.11, 0.07, 0.10, 0.09, 0.09, 0.16, 0.12, -0.08, 0.11, 0.08, 0.11, -0.74, 0.19, 0.13, 0.18, 0.19, 0.07, -0.82, 0.09, 0.08, -0.17, -0.09, -0.10, -0.21, 0.08, 0.11, 0.07, 0.11, 0.10, 0.11, -0.17, 0.20, 0.08, -0.18, 0.12, -0.20, 0.12, 0.04, -0.20, 0.12, 0.12, 0.09, 0.04, 0.20, 0.13, 0.12, -0.20, 0.12, 0.10, -0.80, 0.08, -0.74, 0.06, -0.10, -0.79, 0.08, -0.20, 0.18, -0.21, 0.08, 0.08, 0.21, 0.12, 0.12, 0.08, 0.03, 0.09, 0.06, 0.08, 0.18, 0.08, 0.07, -0.17, -0.10, 0.09, 0.11, 0.07, 0.13, 0.13, -0.25, 0.12, 0.11, -0.19, 0.17, 0.08, -0.20, -0.25, 0.09, -0.24, 0.09, 0.07, 0.11, -0.22, 0.12, -0.05, 0.11, -0.07, -0.22, 0.08, 0.08, -0.10, 0.10, 0.07, -0.20, 0.11, -0.22, -0.17, -0.10, -0.08, 0.09, 0.09, 0.12, 0.13, 0.10, -0.17, 0.11, 0.07, 0.18, -0.17, 0.10, 0.03, -0.19, 0.08, 0.11, -0.12, 0.13, -0.12, 0.10, -0.12, -0.18, 0.11, -0.17, -0.10, 0.01, 0.10, -0.16, 0.11, 0.21, 0.10, 0.07, 0.11, 0.11, -0.06, 0.06, 0.00, 0.07, 0.12, 0.10, -0.04, -0.06, -0.74, -0.13, 0.06, 0.11, 0.08, 0.10, -0.15, 0.06, 0.06, -0.22, 0.05, 0.11, 0.05, 0.07, -0.19, -0.19, 0.10, 0.11, 0.07, 0.08, 0.11, -0.22, 0.08, 0.09, 0.09, -0.04, 0.09, 0.11, -0.17, 0.13, 0.09, 0.13, 0.09, -0.20, -0.19, 0.12, 0.08],
  "energy_ev": -151562.1118,
  "homo_ev": -8.44,
  "orbital_gap_ev": 8.5
}